(1)
The ion C2H6IN2 with charge +1 at a distorted geometry. Source: OMol25; level of theory: ωB97M-V/def2-TZVPD.

Geometry as ORCA input:
```
! RIJCOSX wB97M-V def2-TZVPD def2/J DEFGRID3
* xyz 1 1
C -0.376 -0.663 -0.332
C 0.774 1.422 -0.427
N -1.043 -1.546 0.334
N -0.246 0.595 0.026
I 2.527 0.600 0.637
H 0.293 -1.087 -1.053
H 0.842 1.135 -1.454
H 0.708 2.424 0.064
H -0.953 -2.542 0.294
H -1.617 -1.346 1.114
H -0.908 1.009 0.796
*
```

Kohn-Sham gap	8.97	eV
energy relative to the best compared isomer or geometry (same formula, charge and spin)	0.610	eV
structure (SMILES)	N/C=[NH+]/CI

(2)
A cluster of 2 separate species, C2H6IN2O2 in total at a distorted geometry. Source: OMol25; level of theory: ωB97M-V/def2-TZVPD.

Geometry as ORCA input:
```
! RIJCOSX wB97M-V def2-TZVPD def2/J DEFGRID3
* xyz 1 1
C 0.212 0.770 -0.604
C 0.756 -0.637 -0.290
N 0.817 1.654 0.233
N 0.364 -1.734 -0.762
O -0.580 0.978 -1.468
O -1.316 -0.042 1.433
I -2.751 -0.315 0.103
H 1.515 -0.543 0.458
H 1.568 1.445 0.986
H 0.548 2.581 0.020
H -0.208 -1.709 -1.593
H 0.836 -2.638 -0.789
H -1.761 0.190 2.271
*
```

Kohn-Sham gap	7.09	eV
energy relative to the best compared isomer or geometry (same formula, charge and spin)	1.825	eV

(3)
A cluster of 2 separate species, C2H6IN2O2 in total at a distorted geometry. Source: OMol25; level of theory: ωB97M-V/def2-TZVPD.

Geometry as ORCA input:
```
! RIJCOSX wB97M-V def2-TZVPD def2/J DEFGRID3
* xyz 1 3
C 2.137 -0.901 0.015
C -0.838 -0.117 -0.702
N 0.416 0.401 -0.662
N -1.554 -0.254 0.928
O 1.980 -1.989 -0.339
O 0.525 1.697 -0.407
I 3.552 0.391 0.684
H -1.434 0.640 -1.282
H -1.159 -1.004 -1.221
H -2.496 -0.461 0.745
H -1.464 0.564 1.517
H -1.040 -1.020 1.455
H 1.375 2.053 -0.731
*
```

Kohn-Sham gap (alpha / beta)	6.56 / 7.07	eV
energy relative to the best compared isomer or geometry (same formula, charge and spin)	1.416	eV
expectation value of S²	2.011

(4)
The molecule C2H6INO2S at a distorted geometry. Source: OMol25; level of theory: ωB97M-V/def2-TZVPD.

Geometry as ORCA input:
```
! RIJCOSX wB97M-V def2-TZVPD def2/J DEFGRID3
* xyz 0 1
C 1.665 1.091 0.467
C 1.229 -0.116 -0.283
N -2.995 -0.619 -1.282
O -0.267 -0.940 1.594
O -0.980 -1.498 -0.689
S -0.528 -0.459 0.264
I -2.979 1.019 -0.198
H 1.099 0.909 1.423
H 2.675 1.047 0.767
H 1.710 2.063 0.022
H 1.638 -1.081 0.024
H 1.062 -0.042 -1.415
H -3.327 -1.372 -0.693
*
```

Kohn-Sham gap (alpha / beta)	6.49 / 6.49	eV
energy relative to the best compared isomer or geometry (same formula, charge and spin)	3.566	eV

(5)
A cluster of 2 separate species, C2H6IOP in total at a distorted geometry. Source: OMol25; level of theory: ωB97M-V/def2-TZVPD.

Geometry as ORCA input:
```
! RIJCOSX wB97M-V def2-TZVPD def2/J DEFGRID3
* xyz 0 1
C -1.574 0.703 1.644
C -0.939 0.716 0.524
O 1.207 0.025 -1.975
P 0.753 -1.341 -1.109
I 3.004 -2.381 -1.015
H 1.960 0.127 -2.545
H -1.049 1.010 2.562
H -2.635 0.481 1.724
H 0.105 1.007 0.463
H -1.480 0.353 -0.375
H 0.649 -0.701 0.102
*
```

Kohn-Sham gap	9.08	eV
energy relative to the best compared isomer or geometry (same formula, charge and spin)	1.931	eV
structure (SMILES)	C=C.OPI

(6)
A cluster of 2 separate species, C2H6N2 in total at a distorted geometry. Source: OMol25; level of theory: ωB97M-V/def2-TZVPD.

Geometry as ORCA input:
```
! RIJCOSX wB97M-V def2-TZVPD def2/J DEFGRID3
* xyz 0 1
C -0.060 -1.927 0.991
N 1.185 -1.770 1.039
H -0.728 -1.069 0.888
H -0.612 -2.868 0.910
H 1.674 -2.664 0.986
C -0.605 1.893 -0.826
N 0.347 2.716 -0.791
H -1.365 1.986 -0.050
H -0.837 1.144 -1.585
H 1.001 2.561 -1.561
*
```

Kohn-Sham gap	11.19	eV
energy relative to the best compared isomer or geometry (same formula, charge and spin)	2.336	eV
structure (SMILES)	C=N.C=N